# 1
Computed, not measured: a gas-phase ion, C8H8FO5 (charge -1), with ωB97M-V/def2-TZVPD.

Structure (XYZ):
```
22
Properties=species:S:1:pos:R:3:mulliken_charge:R:1
C 2.087 0.431 -0.406 0.144
C 1.479 1.666 -0.731 0.127
C 1.289 -0.725 -0.450 0.629
C 3.485 0.431 0.032 0.534
C -0.701 0.574 -0.320 1.745
C -0.955 0.705 1.132 -1.588
C -2.106 0.612 -0.892 -1.920
C 4.263 -1.011 0.097 -0.338
O 4.153 1.360 0.388 -0.619
O 1.940 2.660 -1.191 -0.613
O 1.671 -1.890 -0.432 -0.763
O 0.035 1.695 -0.770 -0.490
O -0.042 -0.650 -0.701 -0.419
F 5.641 -0.876 0.230 -0.320
H -0.157 1.343 1.625 0.343
H -0.891 -0.283 1.595 0.334
H -1.862 1.266 1.451 0.385
H -2.037 0.739 -1.935 0.441
H -2.553 1.431 -0.461 0.483
H -2.522 -0.317 -0.566 0.405
H 3.942 -1.712 0.948 0.190
H 3.963 -1.561 -0.751 0.312
```

## Properties
LUMO level, Ha: 0.1226
Relative energy (zero: lowest compared OMol25 entry of this formula, charge and spin), eV: 0.183
HOMO energy, Ha: -0.17643
Net charge: -1
Structure (SMILES): CC1(C)OC(=O)C(C(=O)CF)=C([O-])O1



# 2
Computed, not measured: 2 unconnected molecules or ions with the total composition C11H17N4, with ωB97M-V/def2-TZVPD.

Structure (XYZ):
```
32
Properties=species:S:1:pos:R:3:mulliken_charge:R:1
C 0.874 2.320 -1.065 -0.815
C 1.852 1.977 1.269 0.615
N 2.019 2.091 -0.076 -0.183
N 0.803 2.560 1.896 -0.445
N 2.606 1.152 2.154 -0.449
H 2.764 1.441 -0.494 0.326
H 0.101 2.998 1.383 0.261
H 0.502 2.089 2.804 0.255
H 3.344 0.558 1.806 0.237
H 2.843 1.574 3.108 0.266
H 1.288 1.722 -2.001 0.327
H 0.917 3.389 -1.335 0.310
H 0.010 1.883 -0.739 0.261
C -3.161 -0.796 -2.101 -1.488
C -0.347 -0.858 0.397 0.475
C -0.896 -1.244 -0.885 0.482
C -2.161 -0.552 -1.012 0.718
C -2.414 0.130 0.132 -0.980
C 0.739 -1.441 1.041 -0.947
C 1.234 -2.549 0.398 -0.503
C -0.402 -2.417 -1.444 -0.474
C 0.641 -3.101 -0.765 -0.764
N -1.326 0.002 1.051 -0.018
H -1.329 0.077 2.147 0.326
H 0.883 -1.298 2.070 0.517
H -3.257 0.759 0.320 0.430
H 2.062 -3.125 0.843 0.362
H -1.038 -2.859 -2.142 0.470
H -2.538 -0.710 -3.037 0.326
H -3.941 -0.084 -2.232 0.415
H 1.048 -3.958 -1.275 0.398
H -3.720 -1.733 -2.214 0.287
```

## Properties
LUMO level, Ha: -0.1110
Relative energy (zero: lowest compared OMol25 entry of this formula, charge and spin), eV: 2.143
HOMO energy, Ha: -0.39678
Net charge: +1



# 3
Computed, not measured: a single C5H9NO molecule, with ωB97M-V/def2-TZVPD.

Structure (XYZ):
```
16
Properties=species:S:1:pos:R:3:mulliken_charge:R:1
O 1.858 -0.301 1.870 -0.571
C 1.112 0.508 0.983 0.334
C 1.095 -0.030 -0.493 -1.195
C -0.430 -0.113 -0.417 0.850
C -1.384 0.178 -1.503 -0.496
N -1.237 -1.189 -0.980 -0.734
C -0.434 0.375 1.037 -0.746
H 1.877 -1.194 1.497 0.314
H 1.512 1.538 1.067 0.372
H 1.538 -1.030 -0.554 0.287
H 1.508 0.577 -1.314 0.271
H -0.981 0.321 -2.506 0.259
H -2.285 0.753 -1.294 0.246
H -2.002 -1.398 -0.338 0.233
H -0.922 1.342 1.165 0.246
H -0.824 -0.337 1.781 0.331
```

## Properties
LUMO level, Ha: 0.0372
Relative energy (zero: lowest compared OMol25 entry of this formula, charge and spin), eV: 2.730
HOMO energy, Ha: -0.34796
Net charge: 0
Structure (SMILES): O[C@H]1C[C@]2(CN2)C1



# 4
Computed, not measured: a single C3H7ClOSi molecule, with ωB97M-V/def2-TZVPD.

Structure (XYZ):
```
13
Properties=species:S:1:pos:R:3:mulliken_charge:R:1
C 0.398 0.623 0.164 0.624
C 0.354 2.144 0.145 -1.089
C -0.615 -0.277 0.145 -0.169
O 1.732 0.199 -0.082 -0.451
Si -0.619 -2.211 0.048 0.446
Cl -2.257 0.436 0.199 -0.258
H -0.509 2.509 -0.363 0.403
H 1.165 2.384 -0.577 0.307
H 0.580 2.534 1.066 0.288
H -1.366 -3.109 1.127 -0.052
H 1.673 -0.639 -0.510 0.196
H 0.897 -2.214 -0.274 -0.140
H -1.433 -2.378 -1.089 -0.107
```

## Properties
LUMO level, Ha: 0.0219
Relative energy (zero: lowest compared OMol25 entry of this formula, charge and spin), eV: 4.048
HOMO energy, Ha: -0.32652
Net charge: 0
Structure (SMILES): C/C(O)=C(/[SiH3])Cl



# 5
Computed, not measured: a single C4H5NO molecule, with ωB97M-V/def2-TZVPD.

Structure (XYZ):
```
11
Properties=species:S:1:pos:R:3:mulliken_charge:R:1
C -1.231 0.401 -0.017 0.632
C -1.202 1.676 -0.166 -0.676
C 1.649 -0.604 0.057 -0.836
C 0.572 -1.331 -0.021 0.211
N -0.682 -0.821 -0.437 -0.255
O -1.792 -0.768 0.448 -0.350
H -1.935 2.451 0.291 0.237
H -0.230 1.998 -0.458 0.216
H 2.555 -1.045 0.339 0.278
H 1.809 0.449 -0.050 0.194
H 0.488 -2.405 0.014 0.349
```

## Properties
LUMO level, Ha: 0.0380
Relative energy (zero: lowest compared OMol25 entry of this formula, charge and spin), eV: 5.017
HOMO energy, Ha: -0.34155
Net charge: 0
Structure (SMILES): C=CN1OC1=C



# 6
Computed, not measured: a single C5H7NS2 molecule, with ωB97M-V/def2-TZVPD.

Structure (XYZ):
```
15
Properties=species:S:1:pos:R:3:mulliken_charge:R:1
C -0.629 0.194 0.456 -0.118
C -0.640 -0.939 1.367 -0.532
C 0.667 -1.277 1.519 -0.649
C 1.295 -1.635 0.276 -0.240
C -0.138 -0.073 -0.947 -0.028
H 1.017 0.833 2.360 0.163
H -1.553 0.606 0.329 0.373
H -1.221 -1.849 0.974 0.236
H -1.373 -0.656 2.221 0.234
H 1.312 -1.350 2.559 0.347
H 2.102 -2.300 0.114 0.486
H 1.228 -1.463 -1.810 0.320
N 0.753 -1.080 -0.926 -0.084
S 0.058 1.596 1.301 -0.206
S -0.690 0.662 -2.319 -0.303
```

## Properties
LUMO level, Ha: -0.0126
Relative energy (zero: lowest compared OMol25 entry of this formula, charge and spin), eV: 3.147
HOMO energy, Ha: -0.30046
Net charge: 0
Structure (SMILES): S=C1NC=CC[C@H]1S



# 7
Computed, not measured: a molecular structure, C11H39GaNO8, with ωB97M-V/def2-TZVPD.

Structure (XYZ):
```
60
Properties=species:S:1:pos:R:3:mulliken_charge:R:1
C 3.624 2.834 1.984 -0.950
C 3.069 2.666 0.427 -0.086
O 3.261 1.261 -0.024 -0.441
C 1.423 2.948 0.346 -0.358
N 0.739 2.399 1.578 -0.125
C -0.769 2.473 1.499 -0.762
C -1.480 1.256 0.655 -0.103
O -1.182 -0.063 1.255 -0.540
Ga 0.247 -0.943 0.343 0.389
H 3.288 3.875 2.400 0.233
H 3.153 2.010 2.678 0.186
H 4.809 2.701 2.014 0.317
H 3.655 3.392 -0.303 0.291
H 3.459 1.306 -1.010 0.268
H 1.000 2.538 -0.667 0.208
H 1.312 4.118 0.384 0.333
H 1.090 1.457 1.858 0.101
H -1.138 3.533 1.122 0.281
H -1.164 2.367 2.620 0.232
H -2.657 1.409 0.788 0.068
H -1.294 1.303 -0.511 0.239
H 0.681 -0.178 -1.015 -0.211
H 1.479 -0.991 1.409 -0.318
H -0.225 -2.439 0.040 -0.270
C -3.218 -2.601 3.521 -0.469
O -3.481 -1.216 3.658 -0.574
H -3.996 -3.163 4.043 0.256
H -3.224 -2.871 2.462 0.183
H -2.246 -2.833 3.962 0.235
H -2.775 -0.743 3.186 0.339
C -1.484 -4.363 -2.415 -0.539
O -0.258 -4.040 -1.784 -0.350
H -1.759 -3.553 -3.094 0.172
H -1.370 -5.289 -2.983 0.276
H -2.264 -4.481 -1.658 0.253
H -0.041 -4.777 -1.188 0.244
C -4.692 -0.538 -0.369 -0.474
O -5.054 0.781 -0.003 -0.526
H -4.486 -0.565 -1.442 0.203
H -3.796 -0.837 0.179 0.171
H -5.516 -1.219 -0.142 0.296
H -5.231 0.774 0.953 0.301
C 2.022 -1.807 -3.451 -0.352
O 1.759 -0.423 -3.314 -0.404
H 1.245 -2.370 -2.930 -0.014
H 2.017 -2.077 -4.510 0.211
H 2.995 -2.040 -3.010 0.316
H 2.465 0.050 -3.787 0.248
C 3.256 3.621 6.003 -0.588
O 2.624 2.932 4.940 -0.374
H 4.236 3.969 5.668 0.202
H 2.647 4.480 6.294 0.266
H 3.382 2.946 6.853 0.252
H 1.758 2.636 5.266 0.254
C -0.233 -1.905 -7.157 -0.546
O -0.862 -2.470 -6.021 -0.463
H -0.532 -2.466 -8.045 0.228
H -0.544 -0.863 -7.265 0.252
H 0.852 -1.961 -7.040 0.226
H -0.578 -1.951 -5.249 0.306
```

## Properties
LUMO level, Ha: 0.0994
HOMO energy, Ha: -0.15341
Net charge: -1



# 8
Computed, not measured: a molecular structure, C4H10ClN, with ωB97M-V/def2-TZVPD.

Structure (XYZ):
```
16
Properties=species:S:1:pos:R:3:mulliken_charge:R:1
C -0.117 0.210 -1.860 -1.180
C -0.030 -1.359 1.045 -1.090
C -0.700 0.511 -0.540 -0.478
C 0.178 -0.016 0.613 0.287
N 1.335 0.595 0.679 -0.333
Cl -1.193 1.015 2.237 -0.450
H -0.080 0.963 -2.597 0.340
H -0.735 -0.473 -2.395 0.309
H 0.975 -0.143 -1.728 0.325
H -1.102 -1.515 1.032 0.339
H 0.468 -2.048 0.442 0.347
H 0.212 -1.501 2.190 0.321
H -1.739 0.092 -0.416 0.442
H -0.822 1.620 -0.328 0.372
H 1.463 1.360 0.108 0.188
H 1.888 0.690 1.518 0.261
```

## Properties
LUMO level, Ha: 0.0206
Relative energy (zero: lowest compared OMol25 entry of this formula, charge and spin), eV: 1.138
HOMO energy, Ha: -0.33327
Net charge: 0



# 9
Computed, not measured: a molecular structure, C4H10N2ReS3, with ωB97M-V/def2-TZVPD.

Structure (XYZ):
```
20
Properties=species:S:1:pos:R:3:lowdin_spin:R:1
Re 0.321 -0.079 -0.173 1.355
S 1.686 -3.200 -3.145 -0.040
C 1.239 -2.106 -2.067 -0.003
S -0.373 -1.918 -1.321 -0.287
S 2.139 -0.740 -1.404 -0.157
N -0.047 0.079 1.954 0.041
C -1.368 0.605 2.434 0.014
C -1.698 1.966 1.833 0.001
C -2.100 1.907 0.364 0.015
N -0.928 1.650 -0.535 0.041
H 0.107 -0.831 2.390 0.005
H 0.690 0.681 2.334 0.003
H -1.340 0.682 3.521 0.002
H -2.136 -0.123 2.172 0.001
H -0.859 2.657 1.971 0.000
H -2.537 2.380 2.391 0.000
H -2.562 2.850 0.073 0.002
H -2.830 1.113 0.201 0.001
H -0.320 2.474 -0.508 0.003
H -1.270 1.604 -1.494 0.004
```

## Properties
LUMO level (spin up / spin down), Ha: -0.4022 / -0.3617
Relative energy (zero: lowest compared OMol25 entry of this formula, charge and spin), eV: 0.288
HOMO energy (spin up / spin down), Ha: -0.59762 / -0.59920
Net charge: +2
2S+1: 2



Number 1: E_tot -21382.135 eV. Number 2: E_tot -17636.098 eV. Number 3: E_tot -8866.483 eV. Number 4: E_tot -25670.092 eV. Number 5: E_tot -7761.510 eV. Number 6: E_tot -28455.720 eV. Number 7: E_tot -82280.204 eV. Number 8: E_tot -18321.906 eV. Number 9: E_tot -41907.861 eV.